[1]
Molecular formula: C17H19NO3S
Method: DFT, ωB97M-V with the def2-TZVPD basis set

## Properties
Energy (eV): -36385.655
Energy relative to the best compared isomer or geometry (same formula, charge and spin) (kcal per mole): 478.8

```
! RIJCOSX wB97M-V def2-TZVPD def2/J DEFGRID3
* xyz 0 1
C 5.727 1.079 2.344
C 4.636 0.158 1.474
C 5.260 -1.011 0.499
C 4.261 -1.953 -0.448
C 2.645 -1.666 -0.338
C 2.003 -0.501 0.676
C 3.002 0.427 1.605
N 0.510 -0.275 0.762
C -0.140 -0.094 -0.592
C -1.141 1.183 -0.908
C -1.460 2.328 0.262
O -2.076 1.598 1.386
C -3.544 1.550 1.280
O -4.024 0.468 0.359
C -3.916 -0.852 1.024
C -3.561 -2.085 -0.024
O -4.005 -1.663 -1.385
C -1.855 1.386 -2.382
C -1.597 0.279 -3.591
C -0.592 -1.024 -3.298
C 0.123 -1.188 -1.829
S 1.335 -2.594 -1.375
H 5.310 2.195 2.289
H 5.841 0.723 3.454
H 6.741 1.094 1.739
H 6.441 -1.174 0.438
H 4.684 -2.787 -1.171
H 2.561 1.259 2.303
H 0.310 0.508 1.422
H -2.189 3.105 -0.239
H -0.453 2.893 0.563
H -3.995 1.396 2.373
H -4.012 2.565 0.872
H -4.965 -1.048 1.534
H -3.048 -0.830 1.843
H -4.091 -3.095 0.322
H -2.400 -2.281 -0.100
H -3.320 -1.021 -1.787
H -2.542 2.342 -2.577
H -2.115 0.434 -4.636
H -0.350 -1.826 -4.141
*
```

=====

[2]
Molecular formula: C17H19NO5S
Method: DFT, ωB97M-V with the def2-TZVPD basis set

## Properties
Energy (eV): -40488.175
Energy relative to the best compared isomer or geometry (same formula, charge and spin) (kcal per mole): 300.2

```
! RIJCOSX wB97M-V def2-TZVPD def2/J DEFGRID3
* xyz 0 1
C 6.102 0.713 -0.904
H 6.497 -0.094 -0.532
H 6.457 1.605 -0.712
H 6.135 0.668 -2.092
O 4.829 1.016 -0.646
C 4.095 -0.180 -0.752
O 4.508 -1.153 -1.238
C 2.626 -0.013 -0.418
H 2.042 0.300 -1.237
C 2.021 -1.271 0.278
N 0.613 -1.517 0.421
C -0.195 -1.771 -0.690
C 0.156 -1.552 -1.965
C -0.839 -2.179 -2.855
C -2.100 -2.311 -2.666
C -2.421 -2.320 -1.093
C -1.574 -1.826 -0.141
H -1.829 -1.961 0.893
H -3.651 -2.582 -1.017
H -2.810 -2.688 -3.212
H -0.427 -2.139 -3.994
H 1.235 -1.724 -2.065
S -0.006 -0.647 1.852
O -0.613 -1.556 2.831
O 1.082 0.086 2.105
C -1.256 0.643 1.156
C -0.717 1.749 0.277
C -1.750 2.352 -0.341
C -2.905 2.444 0.260
C -3.410 1.543 1.185
C -2.524 0.522 1.535
H -2.729 -0.077 2.227
H -4.458 1.483 1.443
O -3.904 3.412 -0.281
C -3.588 4.331 -1.226
H -3.383 3.645 -2.179
H -2.916 5.018 -1.026
H -4.566 4.737 -1.176
H -1.326 3.157 -0.999
H 0.345 1.421 -0.022
H 2.262 -2.103 -0.202
H 2.596 -1.666 1.463
H 2.728 0.762 0.504
*
```

=====

[3]
Molecular formula: C17H19NO7
Method: DFT, ωB97M-V with the def2-TZVPD basis set

## Properties
Energy (eV): -33758.507
Energy relative to the best compared isomer or geometry (same formula, charge and spin) (kcal per mole): 38.9

```
! RIJCOSX wB97M-V def2-TZVPD def2/J DEFGRID3
* xyz 0 1
C 3.218 1.016 4.065
O 3.252 1.541 2.759
C 2.155 1.370 1.956
C 1.022 0.686 2.373
C -0.080 0.540 1.539
C -1.226 -0.236 2.042
O -1.234 -0.871 3.067
O -2.287 -0.172 1.204
C -3.395 -1.020 1.469
C -3.767 -1.836 0.225
O -4.488 -2.806 0.281
N -3.248 -1.333 -0.909
C -3.322 -1.996 -2.194
C -1.952 -2.346 -2.678
C -1.358 -3.537 -2.966
C -0.027 -3.235 -3.349
C 0.091 -1.885 -3.258
O -1.068 -1.333 -2.854
C -0.058 1.080 0.255
C 1.067 1.749 -0.185
O 1.206 2.293 -1.424
C 0.127 2.190 -2.322
C 2.193 1.910 0.658
O 3.205 2.592 0.071
C 4.406 2.879 0.751
H 4.179 1.280 4.504
H 2.414 1.462 4.657
H 3.109 -0.072 4.060
H 0.961 0.246 3.354
H -4.255 -0.407 1.760
H -3.157 -1.701 2.293
H -2.614 -0.552 -0.833
H -3.917 -2.902 -2.063
H -3.819 -1.333 -2.913
H -1.811 -4.505 -2.913
H 0.731 -3.931 -3.645
H 0.913 -1.222 -3.443
H -0.917 0.968 -0.382
H 0.463 2.676 -3.236
H -0.126 1.147 -2.538
H -0.762 2.708 -1.945
H 4.936 1.970 1.040
H 4.234 3.493 1.636
H 5.006 3.437 0.032
*
```

=====

[4]
Molecular formula: C17H20CaN8O2PSe
Method: DFT, ωB97M-V with the def2-TZVPD basis set

## Properties
Energy (eV): -127047.203
Energy relative to the best compared isomer or geometry (same formula, charge and spin) (kcal per mole): 7.7

```
! RIJCOSX wB97M-V def2-TZVPD def2/J DEFGRID3
* xyz -1 1
Ca 0.907 0.019 0.544
C -2.824 4.052 -1.748
N -1.635 3.428 -1.221
C -0.618 4.071 -0.558
C 0.317 3.118 -0.262
N -0.118 1.912 -0.717
C -1.286 2.104 -1.277
P -2.219 0.793 -2.136
C -0.829 -0.310 -2.525
N 0.126 -0.718 -1.717
C 0.965 -1.490 -2.452
C 0.501 -1.572 -3.737
N -0.635 -0.810 -3.783
C -1.470 -0.607 -4.946
C -2.948 -0.101 -0.708
N -2.485 -1.211 -0.178
C -3.357 -1.559 0.811
C -4.367 -0.644 0.888
N -4.110 0.280 -0.092
C -4.908 1.447 -0.383
H -2.563 4.927 -2.344
H -3.494 4.365 -0.945
H -3.345 3.341 -2.387
H -0.654 5.132 -0.372
H 1.285 3.194 0.213
H 1.869 -1.889 -2.021
H 0.878 -2.070 -4.613
H -1.030 -1.141 -5.784
H -1.539 0.452 -5.196
H -2.476 -0.990 -4.773
H -3.191 -2.443 1.408
H -5.225 -0.562 1.535
H -5.963 1.178 -0.443
H -4.602 1.853 -1.345
H -4.778 2.212 0.384
Se 3.229 0.727 -0.366
C -1.482 -3.583 4.586
N -1.250 -2.334 3.891
C -1.817 -1.184 4.349
C -1.600 0.002 3.759
C -0.710 0.036 2.607
O -0.476 1.100 1.993
N -0.136 -1.114 2.199
C -0.377 -2.313 2.757
O 0.074 -3.380 2.364
H -0.992 -3.584 5.564
H -1.065 -4.379 3.977
H -2.552 -3.750 4.725
H -2.459 -1.298 5.215
H -2.047 0.918 4.112
*
```

=====

[5]
Molecular formula: C17H20ClNO2
Method: DFT, ωB97M-V with the def2-TZVPD basis set

## Properties
Energy (eV): -36062.526

```
! RIJCOSX wB97M-V def2-TZVPD def2/J DEFGRID3
* xyz 0 1
C 3.970 -3.175 -2.010
C 3.767 -2.302 -0.777
C 3.998 -0.828 -1.096
C 3.754 0.096 0.107
C 2.321 0.073 0.552
C 1.899 -0.617 1.725
C 2.878 -1.304 2.626
N 0.651 -0.682 2.106
C -0.309 -0.077 1.390
C -1.647 -0.177 1.825
C -2.652 0.436 1.134
C -2.362 1.181 -0.028
C -3.431 1.859 -0.802
O -3.239 2.498 -1.808
O -4.644 1.686 -0.263
C -5.730 2.308 -0.949
C -7.006 2.024 -0.181
C -1.065 1.294 -0.476
C -0.015 0.671 0.216
C 1.346 0.722 -0.170
Cl 1.764 1.647 -1.572
H 3.808 -4.223 -1.768
H 4.981 -3.064 -2.395
H 3.272 -2.893 -2.795
H 4.463 -2.620 0.004
H 2.750 -2.439 -0.402
H 5.028 -0.691 -1.433
H 3.340 -0.535 -1.915
H 4.412 -0.197 0.924
H 4.012 1.116 -0.187
H 3.430 -2.072 2.091
H 3.587 -0.587 3.034
H 2.329 -1.763 3.443
H -1.841 -0.751 2.717
H -3.676 0.363 1.463
H -5.779 1.908 -1.969
H -5.535 3.384 -1.019
H -6.934 2.424 0.827
H -7.175 0.952 -0.118
H -7.848 2.487 -0.688
H -0.870 1.867 -1.370
*
```

=====

[6]
Molecular formula: C17H20CuF4O5
Method: DFT, ωB97M-V with the def2-TZVPD basis set

## Properties
Energy (eV): -83672.355

```
! RIJCOSX wB97M-V def2-TZVPD def2/J DEFGRID3
* xyz 1 1
O -0.684 1.604 1.208
C -0.811 0.285 1.056
O 0.053 -0.790 1.469
C 1.487 -0.541 1.469
C 2.166 -0.057 0.069
O 1.812 1.239 -0.468
C 0.985 1.195 -1.676
C 1.547 2.331 -2.768
C 0.851 1.972 -4.236
F -0.253 2.946 -4.578
C 2.097 -2.116 1.584
C 0.811 -3.186 0.969
C 1.383 -4.421 -0.110
O 0.528 -3.092 -0.565
O 2.029 0.028 2.701
C 2.057 1.447 2.833
C 1.013 1.863 4.073
F 0.381 3.178 3.684
F -0.100 0.850 4.116
F 1.695 2.059 5.372
C -2.258 -0.175 0.345
C -3.496 -0.833 1.257
C -4.964 -1.262 0.626
C -5.316 -1.041 -0.972
C -4.075 -0.413 -1.902
C -2.596 0.014 -1.254
H 2.016 -0.953 -0.705
H 3.346 -0.044 0.260
H 0.955 0.172 -2.239
H -0.092 1.602 -1.364
H 1.061 3.350 -2.434
H 2.719 2.365 -2.821
H 1.656 2.014 -5.092
H 0.323 0.904 -4.230
H 2.263 -2.420 2.702
H 3.016 -2.279 0.881
H -0.117 -3.489 1.757
H 2.253 -4.044 -0.805
H 0.661 -5.272 -0.460
H 1.758 2.125 1.943
H 3.140 1.772 3.217
H -3.311 -0.998 2.408
H -5.814 -1.738 1.293
H -6.352 -1.300 -1.469
H -4.273 -0.247 -3.063
H -1.826 0.462 -2.012
Cu 0.277 4.931 -2.068
*
```

=====

Number 1: frontier orbital gap 7.65 eV. Number 2: frontier orbital gap 8.70 eV. Number 3: frontier orbital gap 8.84 eV. Number 4: frontier orbital gap 3.54 eV. Number 5: frontier orbital gap 8.69 eV. Number 6: frontier orbital gap 4.28 eV.